1.
DFT (ωB97M-V with the def2-TZVPD basis set) results for a 2-piece molecular cluster, C11H22BN2O3 overall.

Geometry (Å):
C -1.81107 -1.60275 -3.18755
C -2.62897 -0.73271 -2.98157
B -3.75132 0.43771 -2.69987
O -3.22052 1.73233 -3.19404
C -2.27608 2.08217 -2.22895
C -2.83257 1.54481 -0.87306
C -3.40013 2.69068 -0.03289
C -1.75181 0.76354 -0.09390
C -2.29729 -0.37049 0.72642
N -1.63265 -1.37435 1.12999
O -3.88038 0.68294 -1.23735
H -1.04753 -2.31316 -3.39446
H -4.79771 0.09964 -3.22075
H -1.28704 1.64683 -2.44189
H -2.15885 3.17343 -2.21938
H -4.11815 2.29477 0.68939
H -2.60564 3.20108 0.51948
H -3.91660 3.40787 -0.67202
H -1.01134 0.36558 -0.79195
H -1.21046 1.43568 0.58392
H -3.35039 -0.32642 1.00069
H -0.67775 -1.30521 0.76489
C 4.54364 -1.69459 2.10229
C 3.59501 -0.52532 2.34035
C 2.16952 -0.77004 1.83586
O 2.02409 -0.68527 0.43301
C 2.29831 -1.86644 -0.29263
N 4.18905 0.69263 1.78330
H 4.85055 -1.74849 1.05698
H 5.44648 -1.57143 2.70039
H 4.07727 -2.64424 2.37089
H 3.51224 -0.37891 3.42283
H 1.51920 0.01142 2.23762
H 1.78292 -1.73205 2.19807
H 1.98168 -2.75436 0.26464
H 3.35976 -1.96162 -0.53997
H 1.72749 -1.81507 -1.21890
H 3.62451 1.49403 2.04698
H 4.10983 0.64188 0.77108

The multiplicity is 1. Its total charge is -1. For the HOMO-LUMO gap, the calculation gives 7.84 eV. For the relative energy (zero: lowest compared OMol25 entry of this formula, charge and spin), the calculation gives 0.0 kJ/mol. For the HOMO energy, the calculation gives -5.08 eV.

What are the Löwdin partial charges on each atom? They are as follows, in elementary charge units: 0.03, -0.03, -0.73, -0.06, -0.19, -0.53, -0.03, -0.11, -0.23, 0.07, -0.04, -0.02, 0.08, 0.11, 0.11, 0.08, 0.07, 0.08, 0.10, 0.11, 0.11, 0.02, -0.07, -0.44, -0.22, -0.20, -0.10, 0.03, 0.06, 0.07, 0.08, 0.13, 0.12, 0.12, 0.09, 0.07, 0.09, 0.07, 0.07

2.
DFT (ωB97M-V with the def2-TZVPD basis set) results for a 11-piece molecular cluster, C12H46N20O12 overall in a non-equilibrium geometry.

Geometry (Å):
N 2.28693 0.33649 -5.78575
C 1.05373 -0.13926 -5.87358
N 0.50263 -0.50280 -4.78569
O 0.41053 -0.27057 -6.93294
H 2.72029 0.72542 -6.61099
H 2.54284 0.58394 -4.84056
H 1.12540 -0.52324 -3.99081
H -0.44264 -0.85509 -4.73632
N 4.57158 -1.42846 1.62697
C 3.62701 -0.78970 2.11066
N 3.72197 0.49372 2.12994
O 2.62291 -1.27945 2.49952
H 4.58443 -2.42190 1.80862
H 5.15989 -1.03438 0.90676
H 2.85367 0.89924 1.81100
H 4.65391 0.77359 1.85929
N -0.84743 3.14077 3.19076
C -2.14478 2.87915 3.33651
N -2.36236 2.49584 4.56520
O -2.83439 2.84602 2.40507
H -0.52319 3.11329 2.23462
H -0.15424 3.01224 3.91400
H -3.28646 2.14534 4.77327
H -1.59393 2.32563 5.19816
N -3.28826 0.70605 -6.56405
C -3.33799 0.20779 -5.39790
N -3.09333 0.99397 -4.41387
O -3.74730 -0.93304 -5.26433
H -2.79542 1.58730 -6.53926
H -3.52475 0.14320 -7.36864
H -3.55013 0.79108 -3.53622
H -2.48335 1.79479 -4.49572
N -5.01116 -1.47653 -2.38977
C -4.93940 -2.28264 -1.28455
N -5.83627 -1.99268 -0.36650
O -3.98426 -2.93139 -1.02823
H -5.83701 -0.95978 -2.65627
H -4.33591 -1.66614 -3.11652
H -5.87857 -2.61641 0.42676
H -6.69378 -1.62376 -0.75212
N 2.65495 0.61351 5.07237
C 1.51264 1.20149 4.70095
N 1.24484 0.90476 3.48008
O 0.86173 2.01821 5.31784
H 2.92177 0.62962 6.04636
H 3.08247 0.06791 4.33776
H 1.74636 0.22269 2.92931
H 0.37619 1.25682 3.10378
N 3.15251 0.70466 -1.32991
C 3.22689 -0.31516 -2.09395
N 4.45764 -0.93070 -1.99198
O 2.32118 -0.70055 -2.81667
H 2.33929 1.30334 -1.34869
H 4.10381 0.94951 -1.09499
H 4.53845 -1.74608 -2.58253
H 5.21786 -0.64074 -1.39358
N 0.57652 -4.43982 -1.08867
C 0.91319 -4.02414 0.08309
N 1.07516 -2.78408 0.13557
O 0.93008 -4.73988 1.08341
H 0.46203 -5.44206 -1.13892
H 0.52428 -3.83969 -1.89935
H 1.34379 -2.26031 -0.68516
H 1.37126 -2.50160 1.05895
N 2.56941 3.91934 2.59763
C 2.32912 3.61973 1.37278
N 3.38832 3.11430 0.84024
O 1.31312 3.93173 0.84076
H 1.87022 4.44055 3.10710
H 3.50581 3.74975 2.93603
H 3.33399 2.79564 -0.11663
H 4.21632 2.76572 1.30177
N -3.21019 -1.93138 2.33664
C -3.01230 -1.73843 3.60334
N -2.31504 -0.68518 3.67866
O -3.46943 -2.46385 4.54341
H -3.82894 -2.66427 2.02022
H -2.52836 -1.44681 1.77062
H -2.17751 -0.38930 4.63451
H -1.68846 -0.32300 2.97415
O -2.51440 0.22790 -0.84995
C -1.15781 -0.21362 -0.95084
C -0.28912 0.41664 0.20144
O -0.93892 0.66128 1.35822
H -3.02030 -0.58795 -0.85607
H -1.25231 -1.27677 -0.72972
H -0.76796 -0.05425 -1.95619
H -0.06796 1.46374 -0.00541
H 0.60142 -0.20545 0.29111
H -1.75504 1.09860 1.10462

The multiplicity is 1. Its total charge is 0. For the HOMO-LUMO gap, the calculation gives 7.27 eV. For the relative energy (zero: lowest compared OMol25 entry of this formula, charge and spin), the calculation gives 697.6 kJ/mol. Its structure (SMILES) is NC(N)=O.NC(N)=O.NC(N)=O.NC(N)=O.NC(N)=O.NC(N)=O.NC(N)=O.NC(N)=O.NC(N)=O.NC(N)=O.OCCO. For the HOMO energy, the calculation gives -8.67 eV.

What are the Löwdin partial charges on each atom? They are as follows, in elementary charge units: 0.17, -0.78, 0.17, -0.02, 0.12, 0.08, 0.03, 0.12, 0.23, -0.87, 0.17, 0.08, 0.15, 0.11, 0.10, 0.11, 0.15, -0.82, 0.18, 0.09, 0.08, 0.05, 0.12, 0.10, 0.19, -0.84, 0.18, 0.01, 0.12, 0.14, 0.11, 0.12, 0.16, -0.77, 0.17, 0.06, 0.10, 0.08, 0.12, 0.11, 0.18, -0.75, 0.18, 0.02, 0.12, 0.07, 0.05, 0.08, 0.19, -0.70, 0.16, 0.02, 0.13, 0.11, 0.12, 0.09, 0.18, -0.84, 0.18, 0.03, 0.13, 0.12, 0.10, 0.10, 0.19, -0.84, 0.16, 0.08, 0.13, 0.12, 0.09, 0.10, 0.17, -0.76, 0.17, -0.03, 0.11, 0.09, 0.12, 0.08, -0.07, -0.18, -0.26, -0.08, 0.05, 0.11, 0.10, 0.11, 0.09, 0.09

3.
DFT (ωB97M-V with the def2-TZVPD basis set) results for C14H17CuIN2O as an isolated structure in a non-equilibrium geometry.

Geometry (Å):
C -0.52539 -1.31441 3.35481
C -2.28673 0.62566 2.20159
H -1.54078 -1.81001 3.61770
H -0.28029 -0.44490 4.04832
H 0.25458 -1.90908 2.95157
H -2.80022 0.65099 1.24530
H -2.79267 -0.10033 3.09965
H -1.96961 1.59215 2.64959
C 1.56857 -2.05695 0.96054
C 2.45911 -2.67095 0.09404
C 2.24777 -2.58254 -1.27692
C 1.18187 -1.82829 -1.74278
H 1.74496 -2.01186 2.03936
H 3.30624 -3.21695 0.52373
H 2.91055 -3.09523 -1.98475
H 1.01227 -1.68834 -2.81163
N 0.44562 -1.46325 0.50558
C 0.29256 -1.23919 -0.84081
C -0.73081 -0.28419 -1.26853
N -1.41430 0.34626 -0.28783
C -2.16820 1.42653 -0.60019
C -1.86007 1.05895 -2.94058
C -2.46577 1.76625 -1.91541
H -2.56736 2.00122 0.23465
H -3.18085 2.58813 -2.07744
C -0.95322 0.05827 -2.62070
H -0.41925 -0.48762 -3.39770
H -2.09603 1.28617 -3.99281
Cu -0.84339 -0.51368 1.69172
I 1.56304 1.59179 2.16955
C 2.39412 2.12368 -0.76888
C 1.27946 2.44862 0.19678
O 0.25207 3.04186 -0.04040
H 2.28056 1.07763 -1.10078
H 3.36466 2.23965 -0.27102
H 2.33693 2.79397 -1.64531

The multiplicity is 2. Its total charge is 0. For the HOMO-LUMO gap (spin up / spin down), the calculation gives 4.00 / 6.72 eV. For the relative energy (zero: lowest compared OMol25 entry of this formula, charge and spin), the calculation gives 304.5 kJ/mol. For the HOMO energy (spin up / spin down), the calculation gives -4.73 / -7.30 eV.

What are the Löwdin partial charges on each atom? They are as follows, in elementary charge units: -0.24, -0.22, 0.02, 0.01, -0.09, -0.06, 0.06, -0.01, -0.12, -0.05, -0.06, -0.02, 0.10, 0.11, 0.12, 0.10, 0.04, -0.19, -0.20, 0.06, -0.12, -0.06, -0.05, 0.11, 0.12, -0.01, 0.10, 0.12, 0.19, 0.94, -0.10, -0.82, -0.01, 0.08, 0.07, 0.09